[1]
A structure of composition C28H31F4GaNO2 in a non-equilibrium geometry. Source: OMol25; level of theory: the ωB97M-V functional and the def2-TZVPD basis.

Structure (ORCA input):
```
! RIJCOSX wB97M-V def2-TZVPD def2/J DEFGRID3
* xyz -1 1
C -4.636 0.598 -8.152
H -4.715 0.198 -0.612
C -5.166 1.147 -0.868
F 3.398 -2.699 1.572
H 2.228 3.125 -0.362
C -3.574 0.670 -5.583
C 4.630 -3.174 1.809
H -2.961 -1.347 -5.945
C -5.604 1.993 0.133
H -0.473 1.264 -1.421
O 1.797 0.981 -2.374
C 1.552 0.899 -1.203
C -5.311 1.548 -2.187
C 7.158 -4.143 2.300
H -5.044 0.573 -9.154
H -5.262 2.629 -7.771
H 3.798 2.716 0.261
H 2.468 0.328 1.697
O -2.315 0.600 1.307
C 1.313 -2.182 5.197
H 0.331 0.296 2.255
C 1.494 -1.840 6.531
F 3.344 0.337 3.590
H -3.900 -1.415 -8.231
H -0.125 -0.381 -1.033
H 2.410 2.460 1.286
C -4.224 1.766 -6.116
C -3.992 -0.517 -7.634
H 0.684 -3.021 4.934
F -4.336 2.883 -5.373
F -5.477 1.616 1.417
C -3.464 -0.480 -6.351
C 6.304 -4.832 1.450
C 2.775 0.017 0.706
N 2.660 1.063 -0.299
C 6.736 -2.964 2.901
C 5.027 -4.349 1.203
H 4.343 -4.873 0.549
H -5.983 3.084 -3.523
H 1.005 -2.412 7.309
H -3.159 0.723 -4.586
C 2.732 -0.385 4.552
C -6.310 3.612 -1.471
H -6.511 3.851 0.665
C -6.177 3.218 -0.147
H 8.152 -4.524 2.493
C 2.299 -0.760 6.866
H 3.561 0.818 6.109
C -4.758 1.751 -7.389
C 0.120 0.641 -0.756
H -0.420 2.719 1.334
C 2.926 -0.026 5.871
C 5.465 -2.469 2.654
H -4.980 0.895 -2.983
H -6.750 4.573 -1.705
H 1.788 -1.689 3.153
Ga -0.494 1.121 1.155
C 2.749 2.406 0.253
C 1.931 -1.450 4.196
H -2.870 1.381 1.261
H 5.118 -1.548 3.104
C -5.877 2.779 -2.492
H 6.632 -5.749 0.978
H 3.835 -0.244 0.781
H 7.400 -2.427 3.566
H 2.272 -0.893 0.419
H 2.436 -0.487 7.904
*
```

Computed properties:
F_max   1.4 eV Å⁻¹
LUMO energy   0.09186 Ha
Kohn-Sham gap   7.02 eV



[2]
An isolated molecule of C5H10O. Source: OMol25; level of theory: the ωB97M-V functional and the def2-TZVPD basis.

Structure (ORCA input):
```
! RIJCOSX wB97M-V def2-TZVPD def2/J DEFGRID3
* xyz 0 1
H -1.409 -1.363 -1.020
H 2.250 1.656 -0.808
C -2.060 0.181 0.345
H 1.168 1.662 0.599
H 0.506 -2.086 0.364
H -1.647 0.730 1.199
C 1.046 -0.125 -0.585
C -0.971 -0.567 -0.400
H 2.651 0.675 0.619
O -0.173 0.312 -1.215
H -2.832 -0.502 0.713
H 0.287 -0.668 1.429
H -2.529 0.905 -0.328
H 1.664 -0.694 -1.295
C 0.269 -1.020 0.392
C 1.829 1.035 -0.010
*
```

Computed properties:
F_max   0.3 eV Å⁻¹
LUMO energy   0.04287 Ha
Kohn-Sham gap   10.70 eV
SMILES string   C[C@@H]1C[C@H](C)O1



[3]
The ion C5H11N2O2 with charge +1 in a non-equilibrium geometry. Source: OMol25; level of theory: the ωB97M-V functional and the def2-TZVPD basis.

Structure (ORCA input):
```
! RIJCOSX wB97M-V def2-TZVPD def2/J DEFGRID3
* xyz 1 1
H 2.102 1.653 -0.436
H 2.872 -0.406 0.783
H -0.019 -2.111 -0.235
N -2.652 0.637 0.105
H 1.779 -1.488 1.333
O -0.836 1.975 0.359
H -4.308 -0.380 -0.228
C 1.755 -0.403 0.900
O -0.840 -1.569 -0.351
H 1.560 1.202 -1.866
C -0.470 -0.288 -0.211
C -3.262 -0.448 -0.247
H 1.524 -0.858 -1.260
C 1.074 -0.168 -0.481
C -1.247 0.757 0.074
H 1.391 0.433 1.532
H -3.283 1.414 0.528
H 0.072 2.076 -0.014
H -2.681 -1.238 -0.869
N 1.351 1.144 -0.924
*
```

Computed properties:
F_max   3.2 eV Å⁻¹
LUMO energy   -0.17549 Ha
Kohn-Sham gap   7.77 eV
SMILES string   C=[NH+]/C(O)=C(\O)[C@H](C)N



[4]
A cluster of 11 separate species, C37H72BrClNO13P in total in a non-equilibrium geometry. Source: OMol25; level of theory: the ωB97M-V functional and the def2-TZVPD basis.

Structure (ORCA input):
```
! RIJCOSX wB97M-V def2-TZVPD def2/J DEFGRID3
* xyz 0 1
C -8.806 -6.485 3.996
H -2.646 -1.889 0.816
C -0.872 -2.855 0.077
H 2.806 1.925 -1.129
C 4.054 7.732 -5.060
H 1.354 4.241 2.113
O 1.857 -2.108 1.224
H -6.067 -12.466 4.397
C -6.075 -8.982 4.227
H -1.502 8.526 0.774
O -7.846 -6.204 4.680
H -4.913 -3.229 2.223
H 4.788 -2.633 -0.490
C 2.147 3.500 2.182
C -0.851 8.689 2.799
C 0.334 -2.274 -0.634
H 3.022 7.674 -1.994
H 1.388 -4.042 -1.391
H 0.384 -2.667 3.324
C 3.162 8.489 0.731
H -0.239 8.659 4.842
C -5.563 -11.504 4.325
C -6.590 -10.397 4.322
O 2.712 6.156 0.666
C 1.580 -1.928 0.144
H 5.392 -3.943 -8.804
H 1.366 7.981 -1.417
H -10.886 -6.026 4.217
C 0.325 2.575 -2.512
H 4.100 7.472 -7.187
H 3.812 0.504 -1.468
H -4.520 -4.965 2.387
H -9.362 -5.876 2.018
C 2.185 -2.129 -2.035
H -0.299 -0.921 2.377
C 4.697 9.092 -4.927
H 4.007 8.910 0.184
H 5.789 4.255 -0.868
O -7.775 -10.633 4.392
C -10.160 -6.742 4.605
H -1.343 -0.820 0.452
H -0.385 3.403 -2.536
C -8.697 -6.597 2.495
H -10.097 -6.630 5.686
H 1.923 6.322 -1.703
H -6.043 -5.104 4.585
H -1.888 -1.322 3.017
H 3.797 1.191 0.158
H 5.931 -1.713 -7.419
H -5.644 -3.977 5.893
H -0.028 -1.405 -1.173
C 4.897 2.354 -1.259
O 4.608 -3.990 -5.825
N -0.520 -2.923 2.947
H 5.783 8.990 -4.903
C 5.394 -3.651 -6.678
H 0.121 1.666 -5.200
O 2.400 -1.370 -0.810
C -0.735 1.437 -4.564
H -8.965 -7.606 2.177
H 2.703 3.493 1.242
C -1.392 7.881 1.643
H 3.064 0.863 1.641
C 4.399 6.929 -6.290
O -0.606 9.868 2.682
O 3.296 7.306 -4.218
O -3.390 -3.564 4.874
H -1.490 2.218 -4.675
H -1.071 -3.122 3.777
C -4.358 -3.839 4.201
P 3.812 -2.985 -2.398
H 3.477 8.273 1.751
H -7.673 -6.390 2.189
H 5.019 3.507 0.544
H -2.368 7.465 1.899
C 4.932 3.675 -0.531
H 0.094 7.156 3.962
C 1.542 2.139 2.441
H 3.872 5.978 -6.260
H -6.912 -8.295 4.239
H 1.226 2.851 -3.062
H 0.591 2.369 -1.476
H -0.701 7.071 1.398
H 2.817 3.773 2.998
H 4.410 9.724 -5.768
O 4.325 -3.382 -0.895
C 2.500 0.977 2.564
H 6.697 -4.796 -7.941
H 5.030 -5.396 -7.853
H -1.575 -3.155 -0.692
H -10.485 -7.757 4.373
H -5.519 -8.849 3.297
C -0.297 1.343 -3.124
C 6.168 -2.358 -6.571
C -5.711 -4.090 4.812
H -4.893 -11.391 5.179
H 4.020 4.238 -0.739
C -4.251 -3.955 2.700
C 5.647 -4.501 -7.901
H -0.650 -3.747 0.647
Br 5.147 -1.265 -2.988
H -6.436 -3.371 4.426
Cl 0.057 -3.481 -3.167
O -0.438 0.325 -2.486
C -1.080 -1.664 2.383
C 2.700 7.213 0.071
H 1.857 -1.486 -2.843
O 5.733 2.055 -2.081
C 3.755 1.433 -0.903
H -1.162 0.486 -4.875
C -1.573 -1.775 0.915
H -1.570 7.550 4.467
O 0.346 1.986 2.542
H -5.429 -8.760 5.078
H 4.366 9.561 -4.004
H 5.895 -1.849 -5.648
H 7.240 -2.564 -6.556
C -0.628 7.962 4.103
C 2.223 7.308 -1.355
H 1.943 0.061 2.747
H 3.187 1.145 3.396
H -3.227 -3.745 2.397
H 5.473 6.737 -6.321
H -4.982 -11.477 3.401
H 2.345 9.212 0.760
C 1.013 -3.081 -1.726
*
```

Computed properties:
F_max   6.6 eV Å⁻¹
LUMO energy   0.01270 Ha
Kohn-Sham gap   9.01 eV
SMILES string   NCCC[C@H]1C(=O)O[C@@H](P(O)Br)[C@@H]1Cl.CC(C)=O.CC(C)=O.CC(C)=O.CC(C)=O.CC(C)=O.CC(C)=O.CC(C)=O.CC(C)=O.CC(C)=O.CC(C)=O



[5]
An isolated molecule of C6H13NO in a non-equilibrium geometry. Source: OMol25; level of theory: the ωB97M-V functional and the def2-TZVPD basis.

Structure (ORCA input):
```
! RIJCOSX wB97M-V def2-TZVPD def2/J DEFGRID3
* xyz 0 1
H -1.026 -0.096 3.346
C 0.314 -0.565 -0.610
H -0.559 -1.310 -0.560
H 0.226 2.651 -1.900
H 1.568 1.624 -1.700
N 0.668 -0.150 0.729
H 1.192 -0.791 -1.158
H 0.704 2.174 -0.316
H -0.599 1.179 -3.667
C -0.024 -0.152 3.063
C 0.662 1.789 -1.380
H -1.417 0.946 -1.169
C -0.333 0.309 -3.008
H 1.478 0.519 0.782
C -0.286 0.624 -1.431
C -0.151 -0.743 1.700
H 0.412 -0.911 3.833
O -0.966 -1.594 1.326
H 0.674 -0.173 -3.330
H -1.127 -0.402 -3.133
H 0.440 0.822 3.256
*
```

Computed properties:
F_max   7.4 eV Å⁻¹
LUMO energy   0.03215 Ha
Kohn-Sham gap   10.24 eV
SMILES string   CC(=O)NCC(C)C



[6]
An isolated molecule of C4H8N2S in a non-equilibrium geometry. Source: OMol25; level of theory: the ωB97M-V functional and the def2-TZVPD basis.

Structure (ORCA input):
```
! RIJCOSX wB97M-V def2-TZVPD def2/J DEFGRID3
* xyz 0 1
S -0.140 1.325 1.133
C 0.729 0.634 -0.248
C -1.040 -0.842 -1.183
C 1.874 1.081 -0.756
H 2.249 0.615 -1.667
N -2.119 -0.180 -1.037
N 0.224 -0.514 -0.855
H 0.858 -1.007 -1.456
H 2.422 1.920 -0.357
C -0.470 -0.286 1.987
H -1.065 -1.876 -1.520
H -1.012 0.090 2.855
H 0.462 -0.767 2.334
H -1.877 0.764 -0.630
H -1.095 -0.958 1.401
*
```

Computed properties:
F_max   2.0 eV Å⁻¹
LUMO energy   0.02797 Ha
Kohn-Sham gap   9.35 eV
SMILES string   [H]/N=C\NC(=C)SC



[7]
A cluster of 2 separate species, C5H10O3 in total in a non-equilibrium geometry. Source: OMol25; level of theory: the ωB97M-V functional and the def2-TZVPD basis.

Structure (ORCA input):
```
! RIJCOSX wB97M-V def2-TZVPD def2/J DEFGRID3
* xyz 1 2
H -2.831 1.685 -1.586
H 3.522 0.172 2.037
H 0.972 -1.617 0.941
O 2.827 -0.432 1.695
C 0.338 -0.178 -1.104
H -4.094 2.560 -1.435
C 1.649 0.207 1.774
H -0.076 -2.323 -1.257
H -1.359 -0.308 0.106
O -3.679 1.749 -1.122
H -0.174 -0.914 2.088
C 0.519 -0.696 1.277
H 0.471 -1.565 -2.818
H -0.419 1.081 0.439
O 1.504 1.336 2.124
C -0.315 0.034 0.193
H 0.906 0.612 -1.594
C 0.238 -1.404 -1.759
*
```

Computed properties:
F_max   1.1 eV Å⁻¹
LUMO energy (alpha / beta)   -0.20801 / -0.33636 Ha
Kohn-Sham gap (alpha / beta)   8.93 / 5.43 eV



[8]
A structure of composition C3H6N2O2 in a non-equilibrium geometry. Source: OMol25; level of theory: the ωB97M-V functional and the def2-TZVPD basis.

Structure (ORCA input):
```
! RIJCOSX wB97M-V def2-TZVPD def2/J DEFGRID3
* xyz 0 1
H 0.271 2.331 0.067
O 2.375 0.556 0.150
N 0.049 0.296 0.078
H -1.040 1.756 1.126
H -1.279 -1.351 1.332
N 1.187 -1.468 -0.105
H -1.258 1.756 -0.645
O -1.475 -1.510 0.395
C 1.380 -0.102 0.037
C -0.539 1.607 0.165
C -0.583 -0.896 -0.369
H -0.807 -1.011 -1.428
H 1.720 -1.964 -0.803
*
```

Computed properties:
F_max   3.9 eV Å⁻¹
LUMO energy   0.02284 Ha
Kohn-Sham gap   10.32 eV



[9]
The ion C9H14N3 with charge +1 in a non-equilibrium geometry. Source: OMol25; level of theory: the ωB97M-V functional and the def2-TZVPD basis.

Structure (ORCA input):
```
! RIJCOSX wB97M-V def2-TZVPD def2/J DEFGRID3
* xyz 1 3
H -1.080 -2.497 -0.006
C -0.509 0.816 0.431
C -0.580 3.066 1.781
C 2.026 -0.497 -0.063
C -1.740 2.392 1.515
C -0.807 -1.517 0.523
C 2.071 0.867 0.577
H 0.645 -1.659 -1.319
H 2.509 0.952 1.530
N -1.695 1.222 0.808
H 2.792 1.477 -0.105
H -0.688 3.961 2.223
H 0.734 0.103 -1.854
H -2.608 -0.643 -1.068
H -1.539 -0.891 -2.181
H -0.010 -1.938 1.068
H -2.676 2.656 1.793
C 0.813 -0.690 -1.031
N 0.626 2.557 1.510
H -1.535 -1.221 1.120
H 2.960 -0.707 -0.697
H -1.666 0.818 -1.713
N -0.494 -0.399 -0.359
C 0.726 1.429 0.898
H 1.959 -1.359 0.499
C -1.656 -0.257 -1.368
*
```

Computed properties:
F_max   5.0 eV Å⁻¹
LUMO energy (alpha / beta)   -0.10459 / -0.26445 Ha
Kohn-Sham gap (alpha / beta)   7.11 / 6.24 eV



[10]
An isolated molecule of C8H15BN2O3 in a non-equilibrium geometry. Source: OMol25; level of theory: the ωB97M-V functional and the def2-TZVPD basis.

Structure (ORCA input):
```
! RIJCOSX wB97M-V def2-TZVPD def2/J DEFGRID3
* xyz 0 1
H 0.338 -1.790 -3.669
H 0.132 1.157 -3.888
H 1.237 -2.113 3.266
O 1.908 0.251 -0.899
H -2.061 -0.358 -2.475
H -0.028 2.511 2.654
N 0.076 0.561 0.473
C -1.388 0.777 2.247
C 0.701 0.133 -0.719
O 0.957 -1.207 3.372
H -0.586 -1.567 -1.416
H -2.208 1.462 2.469
C 0.461 -0.797 -3.208
C -0.073 1.373 2.671
H 2.145 -1.063 0.508
B 1.287 -0.799 2.118
H -1.057 0.032 -4.582
H 0.302 1.146 3.663
H -1.774 -0.490 0.582
H -1.984 1.126 0.086
C -0.172 -0.614 -1.771
H 1.944 1.091 1.408
C -0.463 0.321 -3.757
H 1.573 -0.509 -3.153
O 1.953 -1.663 1.296
H -1.486 -0.272 2.674
C -1.419 0.456 0.738
N -1.208 0.169 -2.385
C 0.893 0.678 1.697
*
```

Computed properties:
F_max   4.8 eV Å⁻¹
LUMO energy   0.02180 Ha
Kohn-Sham gap   9.23 eV
SMILES string   O=C([C@@H]1CCN1)N1CCC[C@H]1B(O)O



[11]
A cluster of 2 separate species, C27H31BrClF10N5O7PS in total in a non-equilibrium geometry. Source: OMol25; level of theory: the ωB97M-V functional and the def2-TZVPD basis.

Structure (ORCA input):
```
! RIJCOSX wB97M-V def2-TZVPD def2/J DEFGRID3
* xyz 1 1
C 3.397 0.162 0.339
N -3.593 1.667 4.009
F 0.388 -4.224 -2.165
C 1.133 -2.047 -1.081
H -0.931 0.536 3.423
F -4.375 -3.382 -2.267
H -0.197 0.288 -2.290
C -4.102 2.083 5.316
F -1.372 -1.621 -3.441
F -1.940 -3.784 -3.788
C -1.042 1.462 -0.639
H 3.165 0.079 -4.416
H 0.889 -2.731 -3.964
C 3.065 0.626 -3.404
H 2.467 1.571 -3.695
O 4.191 -2.319 -1.172
C 2.187 0.167 -0.692
F -1.868 -4.559 -1.376
O 2.878 -4.409 -1.168
H -1.281 -0.591 -1.164
C 2.376 -0.231 -2.267
H 2.490 -4.080 1.380
C -5.810 1.998 7.004
C -5.321 1.583 5.770
H -5.474 3.231 8.731
Br 2.121 2.186 -0.959
H 4.885 -2.808 -0.656
O -2.511 2.111 3.649
P 2.720 -2.991 -0.572
F 4.716 0.341 -0.258
H 3.539 -0.819 0.929
C -3.366 2.983 6.086
H 4.109 -2.062 -5.816
N 1.713 -1.414 -2.352
H 4.850 1.806 -2.252
F -3.971 -2.266 -4.172
H -5.896 0.880 5.180
H 5.248 0.106 -4.625
C 4.562 1.114 -3.123
H -3.303 4.098 7.920
N 0.153 5.115 -2.481
C -1.128 -0.870 1.589
C -0.209 6.155 -0.504
H 2.340 1.572 1.862
N 5.582 0.722 -3.863
H -1.969 -0.578 0.891
H 0.440 0.674 1.432
C 3.118 -2.584 -5.542
F -2.320 -2.656 -0.431
H -6.759 1.618 7.366
C -5.085 2.904 7.772
F 0.258 -3.959 0.063
H -1.193 -1.256 3.810
F -3.849 -1.087 -2.258
C 0.792 -0.613 -0.358
O 2.983 -3.285 1.060
C -0.661 4.291 -1.633
C -3.865 3.393 7.316
C -0.374 0.127 -1.177
H 3.162 -3.683 -5.888
H 4.029 2.204 1.222
N 0.408 6.253 -1.781
Cl 1.340 -1.212 2.498
C 0.094 -3.222 -1.169
C -1.452 -3.167 -1.404
H 2.314 -2.087 -6.180
C -2.007 -2.718 -2.841
H -0.222 6.867 0.375
O -4.281 0.902 3.346
C -1.494 -0.395 3.104
H -1.107 -2.023 1.661
O -0.894 4.921 -0.374
H -2.621 -0.321 3.163
S -1.307 2.621 -2.109
H 1.386 -1.106 -4.526
H 3.914 0.840 2.409
C -3.593 -2.351 -2.799
H -2.102 1.312 -0.212
C 3.375 1.297 1.495
H -2.414 3.371 5.741
C 1.660 -1.927 -3.756
O 2.953 -2.435 -4.115
C 0.351 -0.440 1.134
H -0.482 2.074 0.129
*
```

Computed properties:
F_max   9.3 eV Å⁻¹
LUMO energy   -0.18588 Ha
Kohn-Sham gap   6.44 eV



[12]
An isolated molecule of C4H10OS in a non-equilibrium geometry. Source: OMol25; level of theory: the ωB97M-V functional and the def2-TZVPD basis.

Structure (ORCA input):
```
! RIJCOSX wB97M-V def2-TZVPD def2/J DEFGRID3
* xyz 0 1
H 1.932 0.958 -1.029
O 3.128 -0.388 -0.232
C 1.972 0.426 -0.096
H 2.038 1.165 0.664
H -1.849 -1.173 -1.110
H 3.691 -0.240 0.463
S -3.560 0.011 -0.167
H -0.616 1.148 -1.116
C 0.673 -0.291 0.045
C -1.784 -0.542 -0.183
H -0.606 1.196 0.659
H 0.549 -0.791 0.970
H -1.818 -1.104 0.779
C -0.589 0.543 -0.210
H 0.656 -1.242 -0.567
H -3.818 0.325 1.129
*
```

Computed properties:
F_max   3.3 eV Å⁻¹
LUMO energy   0.03200 Ha
Kohn-Sham gap   9.84 eV
SMILES string   OCCCCS



[13]
An isolated molecule of C2H3N3O3 in a non-equilibrium geometry. Source: OMol25; level of theory: the ωB97M-V functional and the def2-TZVPD basis.

Structure (ORCA input):
```
! RIJCOSX wB97M-V def2-TZVPD def2/J DEFGRID3
* xyz 0 1
H -0.528 2.510 1.229
H 1.743 -2.320 -0.676
N -0.249 0.893 0.227
O -2.168 -0.347 -0.182
N 1.051 0.749 0.162
C -1.047 -0.137 -0.125
H 2.451 -1.649 0.738
N 2.185 -1.481 -0.220
O -0.114 -1.165 -0.381
O -0.851 2.105 0.421
C 1.127 -0.598 -0.099
*
```

Computed properties:
F_max   6.0 eV Å⁻¹
LUMO energy   0.01966 Ha
Kohn-Sham gap   9.21 eV
SMILES string   Nc1nn(O)c(=O)o1



[14]
The ion C3H6NO with charge -1 in a non-equilibrium geometry. Source: OMol25; level of theory: the ωB97M-V functional and the def2-TZVPD basis.

Structure (ORCA input):
```
! RIJCOSX wB97M-V def2-TZVPD def2/J DEFGRID3
* xyz -1 3
H 2.045 -0.043 -1.032
C 1.287 -0.148 -0.211
N 0.353 -1.287 -0.188
H -0.773 1.489 1.302
C -1.115 0.672 0.775
O 0.323 -2.063 -1.281
H 1.972 -0.120 0.734
C -0.144 0.197 -0.327
H -0.519 0.361 -1.344
H -1.959 1.043 0.146
H -1.470 -0.101 1.426
*
```

Computed properties:
F_max   3.8 eV Å⁻¹
LUMO energy (alpha / beta)   0.15948 / 0.10190 Ha
Kohn-Sham gap (alpha / beta)   2.86 / 8.17 eV